13
Properties=species:S:1:pos:R:3:lowdin_charge:R:1 method="wB97M-V/def2-TZVPD" gap_ev=9.9 smiles=C#C[C@]1(O)[C@@H](O)[C@@H]1F homo_energy_ev=-9.4 energy_ev=-12074.5836
C -0.86 0.26 -0.61 -0.206
C -0.49 1.03 0.60 -0.188
C 0.22 -0.30 0.32 -0.389
C 1.68 -0.26 -0.08 -0.017
C 2.83 -0.35 -0.45 0.112
H -2.75 -0.13 -0.34 0.075
H -0.57 0.68 -1.55 0.156
H -1.14 0.95 1.47 0.167
H -0.89 -1.80 0.79 0.112
H 3.80 -0.28 -0.98 0.048
O -2.00 -0.55 -0.68 0.036
O -0.07 -1.39 1.12 0.041
F 0.24 2.15 0.38 0.053

=====

18
Properties=species:S:1:pos:R:3:lowdin_charge:R:1 method="wB97M-V/def2-TZVPD" gap_ev=9.3 smiles=NCCS.CN homo_energy_ev=-8.4 energy_ev=-17119.5539
C 1.17 2.48 0.67 -0.170
N 1.11 1.00 0.52 -0.125
H 1.04 2.90 -0.33 0.081
H 0.31 2.81 1.27 0.063
H 2.09 2.74 1.20 0.069
H 1.78 0.64 -0.13 0.069
H -0.71 1.33 0.36 -0.034
H 1.10 0.48 1.38 0.065
C -0.25 -1.61 -0.92 -0.359
C -1.67 -1.06 -0.92 -0.578
S -1.99 0.39 0.14 0.575
N 0.26 -1.98 0.42 -0.028
H 0.46 -0.85 -1.27 0.078
H -0.16 -2.47 -1.58 0.106
H -2.34 -1.88 -0.65 0.068
H -1.90 -0.69 -1.92 0.052
H -0.09 -2.90 0.71 0.060
H -0.20 -1.32 1.05 0.009

=====

11
Properties=species:S:1:pos:R:3:lowdin_charge:R:1 method="wB97M-V/def2-TZVPD" gap_ev=7.2 homo_energy_ev=-2.9 energy_ev=-11267.6291 charge=-1
C 1.63 0.73 -0.42 -0.122
C 0.35 -0.89 0.38 -0.072
C -0.58 -1.06 -0.54 -0.138
C -1.83 0.82 0.88 -0.785
N 1.24 1.73 0.03 0.067
N -1.19 -0.52 0.55 0.013
O -1.17 1.40 1.77 -0.107
O -2.89 1.08 0.35 -0.039
H 1.12 -1.00 1.06 0.051
H -0.90 -1.44 -1.50 0.094
H 0.51 2.19 0.50 0.038

=====

68
Properties=species:S:1:pos:R:3:lowdin_charge:R:1 method="wB97M-V/def2-TZVPD" gap_ev="4.8 / 4.8" homo_energy_ev="-8.9 / -8.9" energy_ev=-95846.1138 charge=+1
C 0.45 -3.71 -1.11 -0.380
C 1.20 -4.07 0.09 -0.114
C -0.89 -4.33 -1.30 -0.078
C 1.23 -3.53 -2.35 -0.109
H -0.80 -5.39 -1.62 0.113
H -1.47 -3.82 -2.06 0.074
H -1.48 -4.35 -0.37 0.072
H 1.62 -5.09 0.04 0.109
H 0.58 -4.05 0.99 0.066
H 2.06 -3.39 0.23 0.082
H 1.59 -4.50 -2.75 0.110
H 2.12 -2.91 -2.17 0.079
H 0.64 -3.08 -3.15 0.075
C -1.07 0.32 1.89 -0.214
C -1.80 -0.69 1.19 -0.167
C -0.97 -1.87 1.14 -0.192
H -2.83 -0.63 0.86 0.126
C 0.27 -1.58 1.82 -0.196
C 0.20 -0.23 2.30 -0.209
H 0.92 0.23 2.96 0.112
H -1.47 1.28 2.20 0.097
H -1.30 -2.84 0.79 0.084
H 1.06 -2.29 2.05 0.108
C 0.57 0.99 -2.17 -0.200
C -0.72 1.39 -1.69 -0.224
C -1.57 0.24 -1.70 -0.172
H -1.04 2.42 -1.52 0.089
C -0.80 -0.87 -2.16 -0.192
C 0.54 -0.40 -2.45 -0.190
H 1.33 -0.97 -2.93 0.105
H 1.40 1.66 -2.39 0.104
H -2.65 0.24 -1.50 0.125
H -1.19 -1.86 -2.40 0.090
Zr 0.16 -0.20 -0.11 1.387
C 4.75 4.32 3.15 -0.070
C 4.60 2.94 3.00 -0.079
C 3.50 2.41 2.31 -0.116
C 2.56 3.29 1.76 -0.409
C 2.70 4.67 1.91 -0.112
C 3.80 5.19 2.60 -0.058
As 1.03 2.58 0.74 1.346
C -0.36 3.54 1.76 -0.378
C -1.64 3.74 1.21 -0.144
C -2.63 4.38 1.95 -0.067
C -2.37 4.78 3.27 -0.068
C -1.12 4.51 3.85 -0.061
C -0.13 3.88 3.10 -0.101
C 1.33 3.88 -0.72 -0.398
C 0.39 4.84 -1.12 -0.098
C 0.70 5.70 -2.18 -0.065
C 1.93 5.62 -2.83 -0.071
C 2.87 4.66 -2.42 -0.067
C 2.57 3.81 -1.35 -0.135
H 5.61 4.73 3.68 0.110
H 5.35 2.27 3.43 0.108
H 3.38 1.33 2.19 0.087
H 1.96 5.35 1.48 0.116
H 3.90 6.27 2.71 0.112
H -1.86 3.39 0.19 0.088
H -3.61 4.56 1.50 0.112
H -3.14 5.29 3.85 0.112
H -0.92 4.79 4.88 0.113
H 0.84 3.67 3.55 0.101
H -0.56 4.94 -0.60 0.083
H -0.05 6.43 -2.50 0.112
H 2.17 6.30 -3.65 0.111
H 3.84 4.58 -2.92 0.110
H 3.32 3.08 -1.01 0.108